No. 1
Below is one molecule with the formula C3H3NO3, with properties calculated with the ωB97M-V functional and the def2-TZVPD basis.

Properties
**ΔE to the lowest compared entry with this formula, charge and spin**: 5.364 eV
**Highest occupied orbital energy**: -0.3139 hartree
**E_tot**: -396.42732 Eh
**Spin multiplicity**: 1

Last column: natural (NBO) charge in e.
CARTESIAN COORDINATES (ANGSTROEM)
C -0.476 -0.627 0.337  0.7081
C 1.246 0.822 -0.001  0.0546
C 1.767 -0.396 -0.145  0.0044
H -3.232 0.155 -0.222  0.4740
H 1.528 2.012 -0.055  0.2529
H 2.741 -0.875 -0.147  0.2452
N -1.680 -0.915 0.121  -0.2546
O -2.298 0.302 -0.200  -0.5544
O -0.214 0.777 0.306  -0.4723
O 0.617 -1.257 0.007  -0.4580

No. 2
Below is one molecule with the formula C3H3NO3, with properties calculated with the ωB97M-V functional and the def2-TZVPD basis.

Properties
**ΔE to the lowest compared entry with this formula, charge and spin**: 2.302 eV
**Highest occupied orbital energy**: -0.3878 hartree
**E_tot**: -396.53984 Eh
**Spin multiplicity**: 1

Last column: natural (NBO) charge in e.
CARTESIAN COORDINATES (ANGSTROEM)
N 0.078 1.018 -0.369  -0.6834
C -0.314 -0.099 0.092  0.4617
O 0.689 -0.853 0.542  -0.5047
C 1.852 -0.028 0.124  0.6573
O 2.534 0.557 0.892  -0.5063
C -1.751 -0.588 0.137  0.3652
O -2.104 -1.672 0.513  -0.4365
H -0.547 1.697 -0.760  0.3794
H 2.030 -0.210 -0.940  0.1418
H -2.465 0.178 -0.231  0.1253

No. 3
Below is one molecule with the formula C3H3NO3, with properties calculated with the ωB97M-V functional and the def2-TZVPD basis.

Properties
**ΔE to the lowest compared entry with this formula, charge and spin**: 4.839 eV
**Highest occupied orbital energy**: -0.3196 hartree
**E_tot**: -396.44660 Eh
**Spin multiplicity**: 1

Last column: natural (NBO) charge in e.
CARTESIAN COORDINATES (ANGSTROEM)
N -1.172 0.908 -1.068  -0.2949
C -0.250 0.316 -0.196  0.2915
O 1.083 0.295 -0.447  -0.4738
C 1.812 -0.481 0.391  0.6423
O 1.371 -1.053 1.346  -0.5462
C -1.157 -0.182 0.643  -0.0008
O -2.227 0.102 -0.198  -0.3363
H -1.006 0.645 -2.058  0.3569
H 2.855 -0.480 0.057  0.1343
H -1.231 -0.430 1.690  0.2269

No. 4
Below is one molecule with the formula C3H3NO3, with properties calculated with the ωB97M-V functional and the def2-TZVPD basis.

Properties
**ΔE to the lowest compared entry with this formula, charge and spin**: 1.535 eV
**Highest occupied orbital energy**: -0.3947 hartree
**E_tot**: -396.56802 Eh
**Spin multiplicity**: 1

Last column: natural (NBO) charge in e.
CARTESIAN COORDINATES (ANGSTROEM)
N 0.364 -1.499 1.107  -0.5690
C 0.331 -0.401 0.499  0.4367
O 0.787 -0.175 -0.796  -0.5150
C -0.207 0.232 -1.638  0.6491
O -1.369 0.175 -1.367  -0.5481
C -0.149 0.824 1.238  0.3670
O -0.092 1.933 0.778  -0.4733
H 0.708 -2.269 0.533  0.3625
H 0.159 0.591 -2.602  0.1439
H -0.533 0.589 2.246  0.1463

No. 5
Below is one molecule with the formula C3H3NO3, with properties calculated with the ωB97M-V functional and the def2-TZVPD basis.

Properties
**ΔE to the lowest compared entry with this formula, charge and spin**: 1.656 eV
**Highest occupied orbital energy**: -0.4028 hartree
**E_tot**: -396.56359 Eh
**Spin multiplicity**: 1

Last column: natural (NBO) charge in e.
CARTESIAN COORDINATES (ANGSTROEM)
N -1.126 1.348 -0.941  -0.5834
C -0.472 0.500 -0.272  0.4230
O 0.865 0.646 -0.026  -0.5145
C 1.707 -0.397 0.305  0.6366
O 2.863 -0.173 0.485  -0.5106
C -1.294 -0.623 0.316  0.3656
O -0.875 -1.506 1.022  -0.4887
H -0.527 2.099 -1.288  0.3632
H 1.209 -1.371 0.382  0.1525
H -2.352 -0.522 0.018  0.1563

No. 6
Below is one molecule with the formula C3H3NO3, with properties calculated with the ωB97M-V functional and the def2-TZVPD basis.

Properties
**ΔE to the lowest compared entry with this formula, charge and spin**: 3.858 eV
**Highest occupied orbital energy**: -0.3862 hartree
**E_tot**: -396.48265 Eh
**Spin multiplicity**: 1

Last column: natural (NBO) charge in e.
CARTESIAN COORDINATES (ANGSTROEM)
C 1.170 -0.830 0.025  -0.6455
C -2.221 0.373 -0.086  0.9156
C 0.227 0.340 0.021  0.6013
O 0.520 1.443 0.777  -0.2440
O 0.582 1.488 -0.635  -0.2440
N -1.106 -0.066 -0.051  -0.6118
O -3.348 0.586 -0.128  -0.4732
H 1.029 -1.404 -0.887  0.2327
H 0.953 -1.460 0.883  0.2327
H 2.194 -0.470 0.080  0.2361

No. 7
Below is C3H3NO3 as an isolated structure, with properties calculated with the ωB97M-V functional and the def2-TZVPD basis.

Properties
**ΔE to the lowest compared entry with this formula, charge and spin**: 4.429 eV
**Highest occupied orbital energy**: -0.3404 hartree
**E_tot**: -396.46166 Eh
**Spin multiplicity**: 1

Last column: natural (NBO) charge in e.
CARTESIAN COORDINATES (ANGSTROEM)
N -0.626 1.284 -0.669  -0.7464
C -0.536 0.153 -0.131  0.5765
O 0.510 -0.784 -0.167  -0.5136
C 1.760 -0.317 0.046  0.6524
O 2.072 0.831 0.185  -0.5589
C -1.726 -0.430 0.634  0.2997
O -1.910 -0.924 -0.485  -0.4313
H 0.286 1.695 -0.818  0.3911
H 2.447 -1.172 0.086  0.1348
H -2.638 -0.368 1.293  0.1957

No. 8
Below is one molecule with the formula C3H3NO3, with properties calculated with the ωB97M-V functional and the def2-TZVPD basis.

Properties
**ΔE to the lowest compared entry with this formula, charge and spin**: 1.333 eV
**Highest occupied orbital energy**: -0.3975 hartree
**E_tot**: -396.57544 Eh
**Spin multiplicity**: 1

Last column: natural (NBO) charge in e.
CARTESIAN COORDINATES (ANGSTROEM)
C 1.169 -0.231 0.052  0.7729
C 0.707 1.219 0.042  -0.3527
C -1.175 -0.156 -0.016  0.8855
H 0.813 1.946 0.966  0.2357
H 1.251 1.907 -0.828  0.2384
H -1.118 1.921 -0.256  0.4156
N -0.744 1.065 -0.063  -0.6270
O 2.201 -0.720 0.136  -0.5025
O -2.255 -0.675 0.181  -0.5506
O 0.060 -0.883 -0.306  -0.5152